Entry 1:
{"formula": "C39H41BN12O6S2W", "method": "wB97M-V/def2-TZVPD", "homo_energy_ev": [-16.62, -16.60], "orbital_gap_ev": [5.49, 5.40], "molar_mass_g_mol": 1032.62, "max_force_ha_per_bohr": 0.0434, "multiplicity": 2, "charge": 3, "symbols": ["S", "H", "H", "C", "C", "C", "H", "O", "H", "C", "C", "H", "C", "C", "H", "H", "H", "C", "C", "O", "C", "N", "H", "N", "N", "S", "N", "H", "C", "O", "H", "C", "C", "H", "N", "C", "C", "O", "C", "H", "C", "C", "H", "C", "H", "H", "C", "C", "H", "H", "H", "O", "H", "H", "H", "C", "H", "C", "H", "C", "C", "C", "H", "O", "H", "C", "C", "C", "N", "H", "N", "H", "H", "H", "C", "C", "H", "N", "C", "H", "H", "H", "C", "W", "C", "C", "N", "N", "C", "H", "H", "H", "C", "H", "N", "C", "H", "H", "B", "C", "N", "H"], "xyz": [[1.838, -2.000, -0.493], [1.701, 2.474, -6.117], [-2.917, -0.781, 0.206], [-1.738, 2.085, -2.140], [1.134, -4.312, -1.522], [-3.651, -0.326, 4.207], [3.682, 4.012, 1.396], [-6.003, 0.369, 5.314], [-2.219, -2.332, 0.732], [-1.066, -5.049, -2.068], [-1.902, -1.797, 5.738], [0.233, 0.977, -4.894], [3.626, 3.777, 4.675], [-4.004, -0.753, 5.468], [2.816, 4.383, -5.003], [4.072, 3.351, 6.714], [-2.229, 2.152, -3.115], [2.033, -1.593, 4.086], [1.434, -1.774, 2.830], [-1.317, -2.920, 7.656], [1.981, 3.922, -3.089], [3.170, 2.606, 4.318], [-3.643, 4.007, 1.039], [2.191, 0.267, 2.919], [-0.509, 1.233, -2.241], [1.004, 3.224, -0.681], [-0.948, -2.566, 6.567], [0.355, -3.568, 3.174], [-1.512, -1.390, 4.475], [0.142, -2.796, 6.066], [2.795, 4.537, 6.476], [2.611, 0.077, -1.749], [-1.838, -0.840, -2.206], [-3.435, -1.811, 7.253], [1.558, -0.653, 2.107], [2.999, -0.728, -2.949], [0.714, 1.775, -4.348], [-0.891, -0.489, 1.792], [3.628, 3.808, 2.453], [-0.029, -2.769, 1.631], [0.625, -3.049, -1.209], [2.186, 3.712, -4.434], [4.467, 5.005, 6.195], [-1.766, 3.056, 1.132], [2.201, -4.488, -1.434], [-2.430, 1.674, -1.413], [1.562, 2.634, -5.056], [-0.855, -0.001, -2.966], [1.490, -3.656, 1.839], [0.525, 3.084, 3.509], [-2.710, -0.246, -1.939], [-2.883, 0.562, 1.768], [-1.660, 4.548, 2.769], [3.118, -0.068, -3.808], [2.446, 4.752, -2.572], [-2.491, -1.717, -0.122], [2.274, -1.506, -3.179], [-1.252, 3.679, 2.280], [0.051, -0.570, -3.176], [3.933, 4.577, 3.514], [0.476, 1.978, -3.003], [-3.145, -1.491, 6.261], [3.966, -1.208, -2.787], [-5.656, -0.872, 7.059], [-1.333, 0.248, -3.918], [0.287, -5.323, -1.924], [-2.069, -0.121, 2.352], [-1.556, -3.783, -1.795], [3.167, 2.587, 2.939], [-0.533, -1.664, 4.119], [0.016, 1.948, 1.802], [-4.352, 0.248, 3.619], [2.104, -2.319, 4.877], [0.675, -6.310, -2.135], [1.156, 3.043, -2.361], [0.765, -3.007, 2.335], [-2.772, 4.037, -0.486], [2.441, 1.312, 0.824], [2.477, -0.299, 4.114], [4.187, 1.465, -2.027], [-2.183, -1.630, -2.872], [4.257, 2.131, 0.288], [3.370, 1.601, -0.056], [0.359, 0.486, 0.463], [-2.997, 3.422, 0.387], [-2.388, -0.640, 3.704], [-0.973, 2.013, 0.853], [-5.345, -0.386, 5.999], [3.389, 1.143, -1.373], [-3.545, 2.534, 0.078], [2.979, 0.267, 4.879], [4.335, 5.577, 3.519], [3.757, 4.189, 6.095], [-2.611, -3.613, -1.959], [1.581, -0.353, -0.943], [-0.729, -2.767, -1.316], [-1.749, -5.820, -2.398], [-1.474, 3.090, -1.832], [2.652, 1.469, 2.259], [-0.139, 2.952, 2.667], [-1.288, -1.446, -0.962], [-3.255, -2.244, -0.689]], "mulliken_charge": [-0.060, 0.511, 0.435, -1.513, -0.903, -0.730, 0.537, -0.587, 0.084, -0.839, -0.691, 0.470, 0.574, -0.680, 0.492, 0.341, 0.384, -1.443, 0.345, -0.569, -0.605, -1.010, 0.520, 0.340, 1.318, -0.008, 0.954, 0.456, 0.582, -0.567, 0.270, 1.043, -1.840, 0.660, -0.186, -1.777, -0.651, 1.016, -0.434, 0.260, 1.301, -0.849, 0.403, 0.289, 0.527, 0.232, -0.849, -0.896, 0.469, 0.731, 0.629, -0.602, 0.625, 0.506, 0.553, -1.738, 0.258, -1.701, 0.323, -1.029, -0.180, -0.440, 0.373, -0.576, 0.898, -0.927, 0.054, -0.789, 1.047, -0.068, 1.301, 0.807, 0.708, 0.499, 1.223, -1.243, 0.282, -0.174, -0.079, 0.616, 0.386, 0.895, -0.148, 0.863, -1.705, -0.107, 0.910, 1.061, -1.817, 0.386, 0.693, 0.491, -1.234, 0.428, 0.137, -0.637, 0.475, 0.534, 0.369, -0.786, 2.017, 0.777]}

=====

Entry 2:
{"formula": "C10H18FN2", "method": "wB97M-V/def2-TZVPD", "homo_energy_ev": -12.55, "orbital_gap_ev": 7.99, "molar_mass_g_mol": 185.27, "smiles": "CC[C@H](C(=[NH2+])C=C=CN)[C@@H](F)CC", "max_force_ha_per_bohr": 0.0856, "charge": 1, "symbols": ["H", "C", "H", "C", "N", "C", "C", "H", "H", "C", "C", "H", "H", "H", "C", "H", "H", "H", "H", "H", "N", "H", "H", "C", "H", "C", "H", "H", "F", "C", "H"], "xyz": [[-3.947, -1.827, 1.320], [0.464, -2.675, 1.029], [2.243, -0.489, -1.285], [-0.670, 1.210, -0.499], [-0.201, 2.435, -0.323], [1.722, 1.321, -2.469], [0.356, 0.138, -0.472], [-0.872, 3.088, 0.090], [0.777, 2.869, -0.494], [0.491, -0.106, 1.087], [-2.020, 0.959, -0.689], [1.782, 2.372, -2.139], [2.403, 1.034, -0.449], [0.439, -2.626, -0.111], [1.754, 0.476, -1.152], [0.776, 1.098, -3.038], [0.002, -1.284, 2.774], [0.061, -0.841, -0.928], [-4.002, -3.010, 0.198], [2.567, 1.109, -3.064], [-3.518, -2.193, 0.531], [1.521, 0.038, 1.511], [-1.242, -1.341, 1.411], [-2.939, -1.542, -0.462], [-2.770, 1.778, -0.822], [-2.477, -0.333, -0.494], [1.529, -2.732, 1.231], [-0.121, -3.489, 1.545], [-0.322, 0.964, 1.639], [-0.142, -1.385, 1.584], [-2.853, -2.205, -1.273]], "mulliken_charge": [0.209, -1.072, 0.567, 0.914, -0.260, -1.163, 0.234, 0.260, 0.233, 0.033, -1.270, 0.378, 0.397, 0.274, -1.413, 0.255, 0.326, 0.426, 0.219, 0.382, -0.329, 0.387, 0.168, 0.011, 0.402, 0.116, 0.363, 0.334, -0.380, -0.397, 0.395]}

=====

Entry 3:
{"formula": "C4H12NO2", "method": "wB97M-V/def2-TZVPD", "homo_energy_ev": [-16.15, -16.15], "orbital_gap_ev": [5.16, 2.70], "molar_mass_g_mol": 106.14, "max_force_ha_per_bohr": 0.0224, "multiplicity": 2, "charge": 2, "symbols": ["H", "H", "H", "C", "H", "H", "H", "H", "C", "H", "O", "H", "C", "C", "O", "H", "N", "H", "H"], "xyz": [[-0.463, 2.146, -2.850], [-1.342, -0.565, 0.893], [-0.516, -0.974, 2.435], [0.518, 1.473, 0.326], [1.583, -4.299, 4.198], [0.374, 3.241, -1.716], [-0.880, 0.110, -4.157], [1.128, 0.615, 2.091], [-0.498, -0.360, 1.535], [1.148, 1.838, -2.619], [-1.282, -0.060, -3.309], [-0.563, 0.386, -1.232], [0.269, 2.202, -2.031], [0.018, 1.277, -0.974], [0.671, -4.139, 4.444], [0.203, -4.971, 4.524], [0.441, 0.503, 1.340], [-1.907, -0.772, -3.496], [1.100, 2.347, 0.598]], "mulliken_charge": [0.382, 0.281, 0.321, 0.061, 0.329, 0.419, 0.316, 0.359, -0.029, 0.397, -0.600, 0.365, -1.185, 0.223, -0.658, 0.336, -0.014, 0.288, 0.410]}

=====

Entry 4:
{"formula": "C30H75F2KNO24P5S2", "method": "wB97M-V/def2-TZVPD", "homo_energy_ev": -9.72, "orbital_gap_ev": 9.73, "molar_mass_g_mol": 1130.01, "max_force_ha_per_bohr": 0.1234, "symbols": ["P", "O", "H", "C", "C", "C", "C", "O", "H", "P", "H", "C", "C", "H", "O", "C", "C", "C", "H", "H", "C", "H", "S", "H", "H", "C", "O", "H", "C", "O", "H", "C", "H", "H", "H", "P", "C", "H", "H", "H", "H", "H", "H", "H", "H", "O", "C", "H", "H", "O", "H", "H", "H", "H", "H", "C", "O", "H", "O", "H", "C", "O", "C", "C", "C", "O", "H", "C", "O", "P", "C", "H", "O", "O", "H", "H", "S", "H", "C", "F", "C", "O", "O", "H", "K", "O", "H", "H", "H", "H", "C", "H", "H", "H", "H", "O", "H", "H", "O", "H", "C", "H", "C", "H", "P", "H", "H", "O", "H", "H", "H", "H", "H", "N", "H", "C", "H", "O", "H", "C", "O", "H", "F", "H", "O", "H", "C", "H", "H", "H", "H", "H", "H", "H", "H", "H", "H", "H", "H", "O"], "xyz": [[6.583, -1.590, 4.889], [1.143, -3.138, -3.287], [1.597, -3.939, -0.314], [-4.285, 4.087, 1.363], [3.734, -3.996, 0.361], [-4.366, 0.374, 4.329], [-3.975, -2.472, 7.701], [1.203, -1.013, -1.583], [-0.121, 5.063, -7.307], [-4.235, -0.011, 7.033], [-2.607, 1.594, -2.805], [2.518, -3.360, -0.243], [3.073, -0.673, 3.764], [5.743, -1.252, -3.746], [-1.685, 2.936, -8.283], [4.053, -1.057, 4.832], [1.202, 0.573, -5.630], [-3.583, 2.076, -2.859], [0.091, 5.949, -1.555], [5.479, -3.830, 3.034], [6.583, -4.372, 4.894], [0.467, 3.260, -8.479], [-2.309, -3.966, 0.259], [4.221, -0.302, 5.600], [-4.381, 2.153, -4.965], [-0.530, 3.508, -8.844], [-3.091, -5.082, 0.640], [2.269, -2.483, 0.354], [-4.451, 2.477, 7.709], [-0.386, -3.977, 2.495], [-2.765, -2.341, 5.882], [-0.596, 4.959, -8.283], [3.554, -4.257, 1.404], [-2.375, -0.127, -9.424], [6.046, -5.061, 5.547], [-2.704, 3.091, -0.535], [5.223, -2.103, -4.187], [0.769, -0.275, -9.917], [-4.206, -1.338, 2.919], [3.126, -1.349, 2.911], [-0.705, 3.603, -9.916], [-0.557, -5.097, -3.813], [5.903, -2.370, -4.995], [3.492, 0.215, 3.290], [-5.441, 0.224, 4.431], [-3.672, 3.104, -1.820], [3.721, -1.949, -4.436], [8.299, 0.508, 6.027], [3.361, -2.945, -4.695], [-0.698, 0.591, -8.304], [-5.260, 2.152, 8.363], [-6.436, 4.383, 0.841], [-0.069, -2.215, -4.539], [-3.456, 3.407, 9.357], [6.297, 1.954, 6.875], [-3.919, -0.288, 2.983], [5.272, -0.953, 4.186], [-4.398, 4.434, 8.558], [-3.684, -0.159, 5.448], [7.193, -4.122, 2.783], [7.076, 1.450, 7.448], [-5.755, -0.035, 7.192], [7.563, 0.203, 6.770], [-3.641, 3.688, 8.321], [-5.434, 4.750, 0.616], [6.645, -0.870, 6.380], [-4.450, 1.426, -2.979], [-0.219, -0.664, -10.162], [-0.460, 2.038, -6.239], [-1.474, 1.604, -7.345], [-1.332, 0.185, -9.493], [-3.295, -3.985, 6.096], [3.019, -1.286, -3.472], [7.878, -1.591, 4.189], [-0.307, -1.750, -10.141], [2.069, -0.438, 4.117], [-1.709, -3.428, 2.556], [-4.974, -2.503, 7.267], [-3.816, 2.702, -4.212], [-3.049, -3.401, -0.985], [-0.049, 1.263, -5.161], [-3.484, 1.401, 7.540], [-3.709, 2.956, 0.726], [1.746, -0.025, -4.899], [-0.849, -0.537, 0.067], [2.982, -3.000, -1.536], [-4.434, 0.193, 2.151], [-2.021, -3.250, 7.041], [-4.601, 3.458, -4.180], [6.526, 1.205, 8.356], [-1.852, 5.337, -1.643], [-2.113, 6.386, -1.500], [-0.155, -0.495, -11.237], [4.581, -3.327, 0.509], [-0.652, -2.520, -2.820], [-1.050, -4.303, -0.333], [-4.224, 1.452, 4.245], [-2.928, 3.287, -4.452], [-2.620, -4.085, 3.422], [-0.181, 5.602, -9.058], [6.322, -4.441, 3.356], [-5.581, 5.829, 0.658], [-0.472, 5.276, -2.202], [-0.016, 4.340, -1.880], [2.008, -2.015, -2.384], [-2.822, 4.047, 7.697], [5.144, -2.847, -3.395], [-1.658, 2.005, -0.572], [-0.437, 5.738, -3.189], [-2.841, -0.296, 2.825], [-4.906, 3.001, 6.868], [7.781, 2.214, 7.774], [-0.716, 0.524, -4.717], [-2.331, -2.625, 1.333], [3.784, -2.047, 5.200], [-0.821, -4.139, -4.262], [-1.620, 5.331, -8.329], [6.116, -3.070, 5.319], [-2.551, 4.996, -2.406], [-3.021, -3.082, 6.640], [-2.785, 1.169, -6.846], [6.111, -5.497, 3.192], [-1.240, -2.162, 3.420], [3.640, -1.368, -5.355], [-2.036, 4.597, -0.472], [-3.998, -2.969, 8.671], [-0.112, -2.896, -3.688], [-1.418, 1.122, -10.044], [-5.098, 4.735, -0.421], [8.085, -0.420, 7.496], [-3.425, 4.736, 1.524], [-4.487, 3.738, 2.376], [4.087, -4.866, -0.193], [-1.885, -3.975, -4.431], [1.916, 1.364, -5.859], [0.156, 1.889, -4.293], [-0.427, -4.402, -5.244], [0.946, 0.032, -6.541], [7.624, -4.648, 5.058], [-3.537, -1.221, 7.859]], "mulliken_charge": [0.851, -0.356, 0.162, -0.198, -1.575, -0.215, -0.372, -0.601, 0.271, 0.762, 0.189, 0.276, -1.233, 0.322, -0.322, 0.026, -0.724, 0.073, 0.360, -0.025, -0.326, 0.218, 0.913, 0.289, 0.415, -0.213, -0.620, 0.096, -0.193, -0.619, -0.021, -1.293, 0.469, 0.375, 0.369, 0.222, -1.289, 0.294, 0.356, 0.162, 0.467, 0.364, 0.356, 0.377, 0.375, -0.280, -0.090, 0.349, 0.289, -0.055, 0.364, 0.296, -0.001, 0.344, 0.299, -0.902, -0.244, 0.413, -0.035, 0.364, -1.111, -0.732, -0.218, -1.267, -0.780, -0.334, 0.285, -1.200, 0.014, 0.673, -0.241, 0.379, -0.359, -0.755, 0.314, 0.413, 1.075, 0.307, -1.340, -0.244, -0.268, -0.318, -0.136, -0.127, 1.132, -0.244, 0.391, 0.313, 0.440, 0.288, -0.172, 0.467, 0.395, 0.379, 0.067, -0.485, 0.129, 0.216, -0.584, 0.427, -0.773, 0.339, -1.228, 0.303, 0.754, 0.313, 0.261, -0.323, 0.350, 0.064, 0.258, 0.361, 0.236, -0.104, 0.280, -1.576, 0.315, -0.312, 0.179, -0.701, -0.807, 0.397, -0.270, 0.413, -0.374, 0.337, 0.580, 0.208, 0.070, 0.248, 0.304, 0.242, 0.388, 0.359, 0.373, 0.277, 0.452, 0.399, 0.249, -0.353]}

=====

Energy above the lowest of the compared OMol25 structures with the same formula, charge and spin, record by record: 3.307; 0.892; 1.493; 10.551 eV